# 1
C20H26FFeN3O2Si as an isolated structure, computed with ωB97M-V with the def2-TZVPD basis set.

Positions of all 54 atoms, in Å:
Fe -0.03 0.21 0.17
C -3.48 -2.77 2.18
Si -2.45 -1.26 1.61
C -2.94 0.24 2.69
C -2.89 -0.91 -0.22
N -0.74 -1.34 1.62
C 0.20 -2.12 2.14
C 0.04 -3.42 2.66
C 1.11 -4.14 3.13
C 2.40 -3.62 3.14
C 2.61 -2.34 2.64
C 1.53 -1.64 2.16
F 1.73 -0.36 1.61
H -4.54 -2.55 2.14
H -3.23 -3.06 3.20
H -3.30 -3.63 1.54
H -4.02 0.40 2.70
H -2.47 1.14 2.30
H -2.62 0.11 3.71
H -3.59 -0.09 -0.30
H -3.33 -1.78 -0.71
H -1.99 -0.64 -0.79
H -0.96 -3.84 2.66
H 0.95 -5.15 3.50
H 3.22 -4.20 3.51
H 3.59 -1.89 2.63
C -3.00 3.43 -0.45
C -1.60 2.85 -0.57
O -1.27 2.00 0.27
C -0.74 3.31 -1.63
C -1.10 4.41 -2.43
C -0.32 4.86 -3.46
C 0.88 4.20 -3.74
C 1.26 3.11 -3.00
C 0.49 2.62 -1.92
O 0.91 1.60 -1.27
H -3.53 2.91 0.34
H -3.55 3.32 -1.39
H -2.95 4.49 -0.21
H -2.02 4.94 -2.21
H -0.62 5.72 -4.04
H 1.50 4.55 -4.55
H 2.19 2.60 -3.21
C 4.20 -2.26 -1.59
N 3.21 -1.21 -1.68
C 3.68 0.15 -1.85
C 1.96 -1.38 -1.41
N 0.82 -1.47 -1.22
H 4.88 -2.17 -2.44
H 3.72 -3.23 -1.61
H 4.78 -2.17 -0.67
H 4.07 0.28 -2.86
H 4.47 0.37 -1.12
H 2.84 0.83 -1.68

Orbital gap (alpha / beta)   7.1 / 7.1 eV
2S+1   5
Net charge   0
E_LUMO (alpha / beta)   0.007 / 0.004 Ha

---

# 2
A 5-piece molecular cluster, C20H26IN5O11S overall, computed with ωB97M-V with the def2-TZVPD basis set.

Positions of all 64 atoms, in Å:
C 1.10 1.64 -3.86
O 2.19 1.00 -3.12
C 1.89 -0.45 -2.86
C 1.15 -0.62 -1.41
C 1.72 -1.37 -0.22
N 3.07 -2.03 -0.34
C 2.92 -3.34 -0.72
S 2.87 -5.01 -1.05
C 0.90 -1.43 1.24
O 0.87 -2.50 2.04
C 0.10 0.00 1.58
C -0.02 0.55 3.12
C -0.80 2.01 3.32
C -1.40 2.86 2.02
C -1.29 2.29 0.46
C -1.88 3.19 -0.78
C -3.16 2.54 -1.57
C -4.20 3.78 -2.02
I -4.18 0.97 -0.40
C -0.54 0.84 0.27
C -0.34 0.12 -1.19
O -1.24 0.03 -2.17
H 0.35 2.11 -3.06
H 0.47 0.90 -4.53
H 1.53 2.57 -4.45
H 1.33 -0.95 -3.76
H 2.96 -0.97 -2.83
H 0.45 -0.07 4.01
H -0.88 2.43 4.44
H -1.92 3.90 2.17
H -2.24 4.23 -0.32
H -0.95 3.45 -1.48
H -2.74 2.12 -2.60
H -4.48 4.39 -1.06
H -3.54 4.46 -2.75
H -5.11 3.36 -2.62
C 4.38 -2.40 2.63
N 4.75 -1.91 3.98
O 5.42 -0.87 4.05
O 4.35 -2.58 4.95
H 4.79 -1.72 1.88
H 4.81 -3.40 2.51
H 3.29 -2.43 2.57
C 5.16 2.28 4.86
N 4.70 3.68 5.08
O 3.60 3.99 4.62
O 5.46 4.43 5.70
H 4.40 1.74 4.30
H 6.10 2.33 4.30
H 5.32 1.83 5.84
C -7.68 -2.21 0.19
N -8.15 -0.81 0.40
O -9.25 -0.50 -0.05
O -7.38 -0.06 1.03
H -8.45 -2.75 -0.37
H -6.75 -2.16 -0.38
H -7.53 -2.66 1.17
C 0.38 -4.83 -4.20
N 0.72 -3.86 -5.28
O 1.40 -2.88 -4.96
O 0.29 -4.11 -6.41
H 0.82 -4.49 -3.27
H -0.71 -4.88 -4.13
H 0.80 -5.80 -4.49

Orbital gap   7.0 eV
Net charge   0
E_LUMO   -0.073 Ha

---

# 3
C20H26N10NiO6 as an isolated structure, computed with ωB97M-V with the def2-TZVPD basis set.

Positions of all 63 atoms, in Å:
Ni -0.19 1.02 -1.11
O 3.53 2.29 4.49
C 4.12 1.62 3.40
C 3.19 1.66 2.22
C 3.58 1.10 1.00
C 2.69 1.12 -0.05
N 1.47 1.64 0.04
C 1.11 2.22 1.19
C 1.93 2.23 2.30
C -0.25 2.81 1.19
C -0.65 3.77 2.11
C -1.95 4.26 2.07
C -2.43 5.24 3.11
O -1.40 6.04 3.66
C -2.78 3.82 1.05
C -2.30 2.88 0.15
N -1.08 2.38 0.23
H 4.15 2.29 5.23
H 4.33 0.57 3.64
H 5.06 2.09 3.11
H 4.56 0.66 0.88
H 2.96 0.69 -1.01
H 1.61 2.67 3.23
H 0.03 4.13 2.87
H -2.84 4.68 3.95
H -3.23 5.86 2.70
H -1.00 6.56 2.96
H -3.79 4.20 0.96
H -2.92 2.53 -0.67
N -1.08 -0.53 0.39
C -1.34 -1.71 -0.45
C -2.48 -2.58 0.11
C -2.70 -3.95 -0.54
C -1.43 -4.77 -0.75
N -0.70 -4.26 -1.90
C 0.47 -4.71 -2.18
N 1.14 -5.63 -1.40
N 1.14 -4.27 -3.28
C -1.68 -1.20 -1.84
O -1.74 -2.10 -2.78
O -1.93 -0.02 -2.02
H -0.60 -0.79 1.25
H -1.96 -0.10 0.63
H -0.42 -2.29 -0.52
H -3.42 -2.01 0.03
H -2.27 -2.72 1.18
H -3.18 -3.84 -1.51
H -3.37 -4.52 0.11
H -1.72 -5.81 -0.93
H -0.82 -4.75 0.17
H -1.31 -2.98 -2.47
H 0.56 -6.26 -0.87
H 1.94 -6.07 -1.82
H 0.83 -3.41 -3.71
H 2.13 -4.41 -3.34
O -1.98 3.31 -2.46
N -1.04 3.05 -3.20
O -0.15 2.27 -2.72
N 4.22 -1.95 -4.66
C 3.15 -1.61 -4.35
N 1.91 -1.32 -4.04
C 1.43 -0.74 -3.01
N 0.92 -0.35 -2.04

Orbital gap (alpha / beta)   6.9 / 7.1 eV
2S+1   3
Net charge   0
E_LUMO (alpha / beta)   -0.020 / -0.020 Ha

---

# 4
One molecule with the formula C20H26N2O3S, computed with ωB97M-V with the def2-TZVPD basis set.

Positions of all 52 atoms, in Å:
C -5.39 -0.12 2.17
C -4.26 -1.09 1.82
O -3.54 -0.76 0.65
C -2.71 0.38 0.72
C -3.33 1.59 0.02
H -3.59 1.30 -1.00
H -4.25 1.89 0.52
C -2.38 2.79 -0.01
N -1.17 2.48 -0.75
C 0.03 2.34 -0.15
O 0.26 2.63 1.01
C 1.10 1.71 -1.05
N 2.37 1.83 -0.37
C 3.54 1.62 -0.99
O 3.65 1.43 -2.19
C 4.73 1.60 -0.03
C 4.69 0.30 0.70
C 5.20 -0.90 0.30
C 4.90 -1.95 1.20
C 4.16 -1.54 2.26
S 3.81 0.14 2.19
H 3.79 -2.12 3.08
H 5.23 -2.96 1.05
H 5.77 -1.02 -0.60
H 4.67 2.44 0.66
H 5.65 1.67 -0.62
H 2.30 2.01 0.62
C 0.69 0.27 -1.26
C 0.84 -0.65 -0.23
C 0.41 -1.95 -0.38
C -0.19 -2.37 -1.57
C -0.33 -1.45 -2.60
C 0.11 -0.14 -2.45
H 0.00 0.55 -3.27
H -0.78 -1.75 -3.53
C -0.70 -3.77 -1.71
H -1.71 -3.83 -1.30
H -0.74 -4.06 -2.76
H -0.07 -4.47 -1.17
H 0.53 -2.65 0.43
H 1.29 -0.33 0.70
H 1.16 2.23 -2.01
H -1.28 2.12 -1.68
H -2.07 3.06 1.00
H -2.87 3.64 -0.48
H -1.78 0.11 0.21
H -2.47 0.63 1.76
H -4.67 -2.08 1.62
H -3.57 -1.16 2.68
H -6.04 0.01 1.30
H -5.00 0.84 2.48
H -5.98 -0.53 2.98

Orbital gap   9.4 eV
Net charge   0
E_LUMO   0.027 Ha

---

# 5
An isolated ion of composition C20H26N3O2 and charge +1, computed with ωB97M-V with the def2-TZVPD basis set.

Positions of all 51 atoms, in Å:
C 3.10 3.96 -0.18
C 3.66 2.58 -0.02
C 4.33 1.96 -1.06
C 4.86 0.69 -0.90
C 4.74 0.03 0.31
C 4.07 0.65 1.36
C 3.53 1.91 1.19
H 3.02 2.39 2.01
H 3.97 0.15 2.31
C 5.27 -1.37 0.49
N 4.14 -2.34 0.53
H 4.47 -3.28 0.74
C 3.23 -2.31 -0.63
H 3.10 -3.30 -1.07
H 3.58 -1.60 -1.38
C 1.88 -1.81 -0.02
O 1.90 -1.64 1.21
N 0.88 -1.64 -0.85
C -0.44 -1.22 -0.58
C -0.88 -0.87 0.69
C -2.19 -0.49 0.89
C -3.11 -0.43 -0.17
N -4.40 -0.06 0.04
C -4.99 0.00 1.36
H -4.82 0.98 1.82
C -6.49 -0.26 1.25
H -6.66 -1.26 0.83
O -7.16 0.71 0.47
C -6.35 1.26 -0.55
H -7.03 1.54 -1.36
C -5.29 0.28 -1.05
H -4.73 0.77 -1.85
H -5.78 -0.61 -1.47
H -5.86 2.17 -0.18
H -6.95 -0.22 2.24
H -4.55 -0.77 1.99
C -2.64 -0.78 -1.45
C -1.33 -1.16 -1.64
H -1.01 -1.43 -2.64
H -3.31 -0.78 -2.29
H -2.49 -0.20 1.89
H -0.20 -0.90 1.53
H 1.04 -1.83 -1.84
H 3.40 -2.02 1.30
H 5.81 -1.46 1.43
H 5.94 -1.64 -0.33
H 5.40 0.23 -1.72
H 4.45 2.47 -2.01
H 2.12 4.04 0.29
H 3.00 4.23 -1.23
H 3.76 4.68 0.29

Orbital gap   7.3 eV
Net charge   +1
E_LUMO   -0.096 Ha

---

# 6
A 2-piece molecular cluster, C20H26N3O7P2S2 overall, computed with ωB97M-V with the def2-TZVPD basis set.

Positions of all 60 atoms, in Å:
N 7.49 1.65 2.16
P 7.96 1.01 0.80
O 8.96 2.09 0.05
O 8.80 -0.40 1.07
C 6.37 0.73 -0.19
O 5.66 1.68 -0.32
O 6.17 -0.53 -0.72
C 4.79 -0.81 -1.01
C 3.99 -1.35 0.26
C 2.42 -1.07 0.12
C 1.84 -0.58 1.49
S 0.06 -0.13 1.48
C -0.89 -1.40 0.59
S -0.44 -2.99 0.73
N -2.08 -1.13 -0.22
C -1.89 -0.06 -1.16
C -3.04 0.76 -1.63
C -2.83 1.87 -2.56
C -1.51 2.25 -3.08
C -0.38 1.42 -2.66
C -0.58 0.32 -1.74
C -3.25 -0.93 0.64
C -4.35 -1.89 0.71
C -5.52 -1.61 1.56
C -5.64 -0.40 2.36
C -4.52 0.56 2.34
C -3.37 0.27 1.49
P 4.83 -2.22 -2.30
N 3.24 -2.95 -2.41
O 5.10 -1.49 -3.82
H 7.80 1.06 2.94
H 8.93 2.95 0.53
H 8.45 -1.15 0.56
H 4.23 0.03 -1.51
H 4.39 -0.77 1.13
H 4.21 -2.46 0.34
H 1.97 -2.06 -0.17
H 2.33 -0.30 -0.70
H 2.39 0.37 1.74
H 2.13 -1.32 2.28
H -4.09 0.56 -1.30
H -3.70 2.49 -2.90
H -1.39 3.12 -3.77
H 0.65 1.65 -3.01
H 0.29 -0.31 -1.42
H -4.33 -2.85 0.12
H -6.38 -2.32 1.59
H -6.54 -0.13 3.00
H -4.51 1.51 2.91
H -2.53 0.99 1.47
H 3.28 -3.87 -1.97
H 2.95 -3.04 -3.39
H 4.37 -0.86 -4.00
C -9.32 2.25 1.22
C -8.31 1.69 2.22
O -7.47 2.50 2.66
O -8.45 0.47 2.49
H -9.15 3.31 1.03
H -9.24 1.71 0.27
H -10.34 2.13 1.61

Orbital gap   5.7 eV
Net charge   -1
E_LUMO   0.045 Ha

---

# 7
One molecule with the formula C20H26N4O4S, computed with ωB97M-V with the def2-TZVPD basis set.

Positions of all 55 atoms, in Å:
C -4.21 0.91 -6.45
H -3.33 0.30 -6.66
O -3.86 2.12 -5.82
C -3.23 2.07 -4.61
C -2.90 3.30 -4.04
C -2.27 3.36 -2.82
C -1.92 2.20 -2.12
C -2.25 0.98 -2.70
C -2.90 0.91 -3.93
H -3.13 -0.06 -4.33
H -2.00 0.05 -2.21
N -1.33 2.31 -0.86
C -1.29 1.14 0.00
H -2.24 0.62 -0.07
C -1.09 1.60 1.44
N 0.09 2.42 1.56
C 0.97 2.41 2.60
O 1.69 3.35 2.87
N 0.99 1.25 3.39
C 1.12 -0.05 2.94
C 1.41 -0.35 1.61
C 1.51 -1.67 1.20
C 1.33 -2.69 2.11
C 1.07 -2.41 3.44
C 0.97 -1.10 3.86
H 0.77 -0.87 4.89
H 0.93 -3.23 4.12
S 1.51 -4.39 1.57
O 1.25 -4.46 0.17
O 0.78 -5.24 2.46
N 3.14 -4.73 1.79
C 4.02 -4.02 0.90
H 4.21 -2.99 1.23
H 4.97 -4.55 0.84
H 3.55 -4.02 -0.08
C 3.56 -4.80 3.16
H 4.48 -5.38 3.23
H 2.77 -5.31 3.72
H 3.73 -3.80 3.60
H 1.71 -1.92 0.17
H 1.58 0.45 0.91
H 1.34 1.43 4.32
C 0.06 3.57 0.68
H 0.98 4.13 0.81
C -0.11 3.08 -0.75
H -0.15 3.93 -1.43
H 0.77 2.47 -1.03
H -0.79 4.21 0.95
H -1.03 0.74 2.10
H -1.96 2.21 1.73
H -0.48 0.45 -0.28
H -2.05 4.33 -2.39
H -3.16 4.20 -4.57
H -4.69 1.19 -7.38
H -4.91 0.34 -5.83

Orbital gap   8.3 eV
Net charge   0
E_LUMO   0.021 Ha

---

# 8
C20H27AlN9S as an isolated structure, computed with ωB97M-V with the def2-TZVPD basis set.

Positions of all 58 atoms, in Å:
Al 0.29 1.08 -0.03
S 2.10 1.16 -1.42
C 3.32 -0.01 -1.12
N 4.59 0.34 -1.46
C 5.61 -0.51 -1.33
C 5.37 -1.78 -0.85
C 4.05 -2.09 -0.52
N 3.06 -1.22 -0.64
H 4.75 1.28 -1.83
H 6.60 -0.16 -1.59
H 6.16 -2.51 -0.75
H 3.77 -3.06 -0.14
C -2.30 -3.12 -1.79
C -1.38 -2.33 -2.71
N -1.04 -1.07 -2.05
C -1.86 -0.46 -1.17
N -1.42 0.73 -0.66
C -2.53 1.55 -0.14
C -3.28 0.77 0.93
C -3.81 -0.52 0.31
N -2.99 -1.00 -0.80
C -3.48 -2.23 -1.43
H -1.77 -3.40 -0.88
H -2.65 -4.02 -2.29
H -1.86 -2.13 -3.67
H -0.45 -2.88 -2.90
H -0.41 -0.47 -2.56
H -3.20 1.80 -0.96
H -2.12 2.47 0.28
H -4.10 1.36 1.32
H -2.60 0.54 1.76
H -4.82 -0.37 -0.08
H -3.86 -1.30 1.07
H -4.07 -1.97 -2.32
H -4.14 -2.74 -0.73
C 0.19 5.69 0.85
C 0.57 4.91 1.93
C 0.67 3.54 1.76
N 0.40 2.93 0.60
C 0.04 3.70 -0.45
C -0.08 5.07 -0.37
H 0.10 6.76 0.95
H 0.79 5.35 2.89
H 1.00 2.92 2.58
H -0.16 3.16 -1.38
H -0.37 5.64 -1.24
N 0.67 -3.78 1.35
C 0.65 -2.53 1.79
C 0.57 -1.41 0.93
N 0.52 -0.17 1.43
C 0.51 0.00 2.76
C 0.62 -1.12 3.59
N 0.68 -2.34 3.12
H 0.77 -4.04 0.38
H 0.74 -4.52 2.04
H 0.56 -1.50 -0.16
H 0.43 1.00 3.14
H 0.64 -1.01 4.67

Orbital gap   8.1 eV
Net charge   +3
E_LUMO   -0.334 Ha

---

Maximum force (computed, Eh/bohr): 0.04471 0.16213 0.01721 0.01442 0.01578 0.07511 0.02107 0.01883